Below is a 4-piece molecular cluster, C49H100N12O10P5 overall at a distorted geometry, with properties calculated with the ωB97M-V functional and the def2-TZVPD basis.

Each atom is followed by the atoms it is bonded to, with distances in Å.
Cartesian coordinates (Å):
1 C 2.53152 5.42325 -5.63772  C2 1.639, H44 1.183, H45 1.169, H46 1.194
2 C 2.94291 6.36522 -4.36082  C1 1.639, C3 1.622, H47 1.197, H48 1.170
3 C 3.20690 5.60372 -2.95291  C2 1.622, C4 1.630, H49 1.194, H50 1.188
4 C 1.92126 5.12705 -2.07203  C3 1.630, C5 1.632, C10 1.675, C32 1.681
5 C 0.46263 5.64687 -2.58789  C4 1.632, C6 1.636, H51 1.195, H52 1.171
6 C 0.17480 7.25190 -2.46064  C5 1.636, O7 1.484, H53 1.194, H54 1.169
7 O -1.13251 7.60187 -1.85159  C6 1.484, C8 1.501
8 C -1.31501 9.03210 -2.26929  O7 1.501, O9 1.356, H55 1.184
9 O -0.91464 10.07372 -1.49857  C8 1.356
10 C 1.77557 3.48279 -2.35704  C4 1.675, C11 1.632, N16 1.401
11 C 1.94601 2.60751 -3.72379  C10 1.632, C12 1.644, H56 1.195, H57 1.170
12 C 0.46479 2.51104 -4.43095  C11 1.644, C13 1.652, H58 1.169, H59 1.194
13 C 0.00566 0.96960 -4.80742  C12 1.652, C14 1.664, H60 1.170, H61 1.170
14 C -1.65294 1.00681 -4.93487  C13 1.664, N15 1.516, H62 1.187, H63 1.179
15 N -2.36262 0.55836 -3.67237  C14 1.516, H64 1.046, H65 1.044
16 N 1.44894 2.75896 -1.20265  C10 1.401, C17 1.511, H66 1.040
17 C 1.24711 3.58333 0.04771  N16 1.511, O18 1.466, P27 1.912, C32 1.682
18 O -0.20909 3.75661 0.04594  C17 1.466, C19 1.445
19 C -0.98215 2.59929 0.43482  O18 1.445, O20 1.336, C21 1.675
20 O -1.05210 1.39440 -0.13755  C19 1.336
21 C -2.02256 2.80414 1.73110  C19 1.675, C22 1.655, C26 1.639
22 C -2.75451 1.46248 2.36683  C21 1.655, C23 1.639, H67 1.194
23 C -3.83393 1.48726 3.59960  C22 1.639, C24 1.650, H68 1.178
24 C -4.25029 2.94265 4.25502  C23 1.650, C25 1.641, H69 1.172
25 C -3.50505 4.27238 3.64853  C24 1.641, C26 1.669, H70 1.177
26 C -2.40458 4.25368 2.39328  C21 1.639, C25 1.669, H71 1.170
27 P 1.54401 2.84710 1.78681  C17 1.912, P28 2.201, H72 1.472
28 P 1.50862 0.64719 1.82546  P27 2.201, O29 1.572, O30 1.777, O31 1.777
29 O 1.59936 -0.04793 0.41830  P28 1.572
30 O 2.91925 0.06870 2.73915  P28 1.777, H73 1.009
31 O 0.11736 0.06744 2.76712  P28 1.777, H74 1.008
32 C 2.17584 4.90374 -0.42499  C4 1.681, C17 1.682, C33 1.673, C36 1.677
33 C 1.85982 6.35842 0.33918  C32 1.673, N34 1.489, H75 1.194, H76 1.194
34 N 0.43710 6.61629 0.69509  C33 1.489, C35 1.513, H77 1.061
35 C 0.23845 7.99662 1.28104  N34 1.513, H78 1.189, H79 1.172, H80 1.190
36 C 3.78503 4.83702 0.04101  C32 1.677, C37 1.613, H81 1.195, H82 1.194
37 C 4.68040 3.67095 -0.62152  C36 1.613, C38 1.643, C42 1.675
38 C 4.50730 2.04174 -0.49415  C37 1.643, C39 1.647, H83 1.169
39 C 5.48767 0.90466 -1.17117  C38 1.647, C40 1.651, H84 1.179
40 C 6.79248 1.38144 -2.06268  C39 1.651, C41 1.646, H85 1.176
41 C 7.01782 3.00538 -2.20956  C40 1.646, C42 1.673, H86 1.193
42 C 6.01323 4.14978 -1.51564  C37 1.675, C41 1.673, C43 1.639
43 C 6.46504 5.70594 -1.75953  C42 1.639, H87 1.191, H88 1.193, H89 1.170
44 H 3.33921 4.57073 -5.77803  C1 1.183
45 H 1.42588 5.04442 -5.64819  C1 1.169
46 H 2.64479 6.11418 -6.60490  C1 1.194
47 H 3.99138 6.85438 -4.66644  C2 1.197
48 H 2.19352 7.26313 -4.34363  C2 1.170
49 H 3.81509 6.37803 -2.27710  C3 1.194
50 H 3.84048 4.62767 -3.19346  C3 1.188
51 H 0.41203 5.39714 -3.75579  C5 1.195
52 H -0.46931 5.10028 -2.13545  C5 1.171
53 H 0.13431 7.70546 -3.56461  C6 1.194
54 H 0.99097 7.87014 -1.89619  C6 1.169
55 H -1.76105 9.33291 -3.32443  C8 1.184
56 H 2.21609 1.48994 -3.39906  C11 1.195
57 H 2.81417 2.93646 -4.43597  C11 1.170
58 H 0.31885 3.18945 -5.37183  C12 1.169
59 H -0.31900 2.88556 -3.61206  C12 1.194
60 H 0.40539 0.72411 -5.87968  C13 1.170
61 H 0.30915 0.19328 -3.98593  C13 1.170
62 H -2.01806 0.27882 -5.79891  C14 1.187
63 H -2.03904 2.08174 -5.22644  C14 1.179
64 H -2.54635 1.34881 -3.01181  N15 1.046
65 H -1.84371 -0.22039 -3.20918  N15 1.044
66 H 1.33246 1.75107 -1.42882  N16 1.040
67 H -2.46081 0.41373 1.87805  C22 1.194
68 H -4.27441 0.45233 3.94985  C23 1.178
69 H -5.04929 2.93228 5.11185  C24 1.172
70 H -3.79480 5.31736 4.10618  C25 1.177
71 H -1.90488 5.21914 1.96132  C26 1.170
72 H 2.91431 3.11878 2.25214  P27 1.472
73 H 2.91301 0.57358 3.61312  O30 1.009
74 H -0.10626 -0.87453 2.48645  O31 1.008
75 H 2.49095 6.40939 1.35170  C33 1.194
76 H 2.37039 7.17990 -0.36071  C33 1.194
77 H 0.09980 5.95558 1.45434  N34 1.061
78 H -0.28010 7.86978 2.34337  C35 1.189
79 H -0.50631 8.62705 0.63267  C35 1.172
80 H 1.27342 8.57194 1.39616  C35 1.190
81 H 4.18509 5.94039 -0.18388  C36 1.195
82 H 3.89536 4.74952 1.22676  C36 1.194
83 H 3.59961 1.64819 0.12858  C38 1.169
84 H 5.30782 -0.25001 -1.01292  C39 1.179
85 H 7.53438 0.59959 -2.53338  C40 1.176
86 H 7.96859 3.33941 -2.84849  C41 1.193
87 H 5.98894 6.04235 -2.79864  C43 1.191
88 H 7.64245 5.70493 -1.95307  C43 1.193
89 H 6.18265 6.44993 -0.90122  C43 1.170
90 O -2.91559 -1.53337 5.35708  P91 1.548
91 P -2.18033 -2.75624 5.95834  O90 1.548, N92 1.720, N95 1.769, N98 1.780
92 N -3.64720 -3.52447 6.42298  P91 1.720, C93 1.446, C94 1.473
93 C -3.89884 -4.29482 7.62099  N92 1.446, H101 1.100, H102 1.099, H103 1.091
94 C -4.27475 -4.22722 5.29086  N92 1.473, H104 1.100, H105 1.091, H106 1.096
95 N -1.57021 -1.73641 7.26916  P91 1.769, C96 1.466, C97 1.492
96 C -2.16648 -1.68512 8.60767  N95 1.466, H107 1.088, H108 1.097, H109 1.087
97 C -1.40978 -0.30215 6.88944  N95 1.492, H110 1.102, H111 1.095, H112 1.095
98 N -1.33509 -4.16202 6.64953  P91 1.780, C99 1.457, C100 1.480
99 C -0.65086 -4.29277 7.92901  N98 1.457, H113 1.096, H114 1.098, H115 1.089
100 C -0.36587 -4.58419 5.61389  N98 1.480, H116 1.090, H117 1.096, H118 1.102
101 H -3.42072 -5.28564 7.60514  C93 1.100
102 H -4.97487 -4.46936 7.76239  C93 1.099
103 H -3.58731 -3.78519 8.53381  C93 1.091
104 H -3.69459 -5.12057 5.01678  C94 1.100
105 H -4.33291 -3.57988 4.41466  C94 1.091
106 H -5.29902 -4.54009 5.52158  C94 1.096
107 H -3.24170 -1.52318 8.56560  C96 1.088
108 H -1.73474 -0.87372 9.20745  C96 1.097
109 H -1.95573 -2.56444 9.21173  C96 1.087
110 H -2.37962 0.22147 6.90095  C97 1.102
111 H -0.96952 -0.19343 5.89308  C97 1.095
112 H -0.74662 0.22503 7.58257  C97 1.095
113 H 0.09366 -3.50725 8.10215  C99 1.096
114 H -0.11798 -5.25090 7.99303  C99 1.098
115 H -1.35243 -4.34883 8.76047  C99 1.089
116 H 0.42243 -3.84202 5.48825  C100 1.090
117 H -0.87860 -4.71174 4.65392  C100 1.096
118 H 0.09219 -5.55809 5.84884  C100 1.102
119 O -2.59201 0.95589 -8.60162  P120 1.548
120 P -3.47106 0.33229 -9.71335  O119 1.548, N121 1.720, N124 1.769, N127 1.780
121 N -2.67462 1.20838 -10.96072  P120 1.720, C122 1.446, C123 1.473
122 C -3.26474 1.78717 -12.14763  N121 1.446, H130 1.100, H131 1.099, H132 1.091
123 C -1.40657 0.56806 -11.34988  N121 1.473, H133 1.100, H134 1.091, H135 1.096
124 N -4.86557 1.23874 -9.10981  P120 1.769, C125 1.466, C126 1.492
125 C -5.34505 2.48974 -9.70553  N124 1.466, H136 1.088, H137 1.097, H138 1.087
126 C -4.80288 1.53471 -7.64848  N124 1.492, H139 1.102, H140 1.095, H141 1.095
127 N -4.48160 -0.38458 -10.99135  P120 1.780, C128 1.457, C129 1.480
128 C -5.84555 -0.05722 -11.38482  N127 1.457, H142 1.096, H143 1.098, H144 1.089
129 C -4.46029 -1.84212 -10.73590  N127 1.480, H145 1.090, H146 1.096, H147 1.102
130 H -3.54843 1.03515 -12.89901  C122 1.100
131 H -2.56602 2.47595 -12.64328  C122 1.099
132 H -4.14207 2.40030 -11.93697  C122 1.091
133 H -1.59419 -0.36931 -11.89387  C123 1.100
134 H -0.80279 0.33437 -10.47181  C123 1.091
135 H -0.79888 1.21963 -11.98738  C123 1.096
136 H -4.54044 3.21093 -9.83428  C125 1.088
137 H -6.11346 2.96216 -9.08034  C125 1.097
138 H -5.86205 2.35067 -10.65205  C125 1.087
139 H -4.13160 2.38494 -7.44501  C126 1.102
140 H -4.45142 0.67119 -7.07473  C126 1.095
141 H -5.78817 1.79458 -7.24873  C126 1.095
142 H -6.55019 -0.06493 -10.54532  C128 1.096
143 H -6.22543 -0.77818 -12.12102  C128 1.098
144 H -5.89682 0.88889 -11.92233  C128 1.089
145 H -4.99094 -2.08715 -9.81591  C129 1.090
146 H -3.42500 -2.18865 -10.64217  C129 1.096
147 H -4.90114 -2.41410 -11.56777  C129 1.102
148 O 1.37926 -7.98639 8.43285  P149 1.548
149 P 1.65661 -8.91110 7.22227  O148 1.548, N150 1.720, N153 1.769, N156 1.780
150 N 1.56556 -10.33913 8.17633  P149 1.720, C151 1.446, C152 1.473
151 C 2.36979 -11.53502 8.05374  N150 1.446, H159 1.100, H160 1.099, H161 1.091
152 C 0.17024 -10.75154 8.40525  N150 1.473, H162 1.100, H163 1.091, H164 1.096
153 N 3.32048 -8.31312 7.15526  P149 1.769, C154 1.466, C155 1.492
154 C 4.46866 -9.03180 7.71646  N153 1.466, H165 1.088, H166 1.097, H167 1.087
155 C 3.47948 -6.92072 7.66807  N153 1.492, H168 1.102, H169 1.095, H170 1.095
156 N 1.97544 -9.97413 5.83061  P149 1.780, C157 1.457, C158 1.480
157 C 3.23742 -10.27973 5.17005  N156 1.457, H171 1.096, H172 1.098, H173 1.089
158 C 1.04971 -9.51846 4.76970  N156 1.480, H174 1.090, H175 1.096, H176 1.102
159 H 2.10825 -12.14253 7.17447  C151 1.100
160 H 2.24912 -12.18658 8.93078  C151 1.099
161 H 3.44084 -11.33146 8.01585  C151 1.091
162 H -0.27910 -11.13754 7.47849  C152 1.100
163 H -0.43320 -9.91005 8.74862  C152 1.091
164 H 0.09502 -11.52906 9.17340  C152 1.096
165 H 4.29141 -9.33633 8.74599  C154 1.088
166 H 5.37305 -8.41009 7.70829  C154 1.097
167 H 4.76991 -9.89625 7.12953  C154 1.087
168 H 3.49207 -6.90354 8.77009  C155 1.102
169 H 2.67346 -6.26638 7.32087  C155 1.095
170 H 4.41627 -6.47073 7.32447  C155 1.095
171 H 3.79463 -9.38500 4.86955  C157 1.096
172 H 3.07053 -10.86761 4.25757  C157 1.098
173 H 3.86179 -10.93829 5.77265  C157 1.089
174 H 1.32390 -8.52724 4.40869  C158 1.090
175 H 0.02724 -9.47459 5.16129  C158 1.096
176 H 1.02219 -10.21593 3.91748  C158 1.102

Values from the calculation:
Net charge ... +1
Energy ... -137191.1262 eV
Lowest unoccupied orbital energy ... -3.40 eV
HOMO level ... -9.3 eV